C32H73N5PtSSbSi2 as an isolated structure in a non-equilibrium geometry, computed with ωB97M-V with the def2-TZVPD basis set.

XYZ file:
```
115
C32H73N5PtSSbSi2 | the Open Molecules 2025 dataset | ωB97M-V with the def2-TZVPD basis set
Pt 1.27846 -1.10359 1.24520
C 3.02912 0.87435 2.39514
C 3.73842 -0.31966 3.00723
N 3.21856 -1.58333 2.42555
C 2.90068 -2.67458 3.35160
C 1.73006 -2.36650 4.27650
S 0.21803 -1.93583 3.36873
C -0.16563 -0.26769 3.95336
C 0.96592 0.70477 3.75607
N 1.54818 0.65599 2.38361
H 3.28513 1.78818 2.93709
H 3.34751 0.99795 1.36275
H 4.80617 -0.21028 2.82157
H 3.61784 -0.35010 4.08831
H 3.86407 -1.93442 1.72848
H 2.64518 -3.54088 2.74057
H 3.76288 -2.94435 3.96498
H 1.50118 -3.26038 4.85292
H 1.94243 -1.56789 4.98555
H -1.05464 0.01508 3.38701
H -0.43890 -0.32417 5.00790
H 0.61601 1.71268 3.97500
H 1.75966 0.50255 4.47075
H 1.12995 1.40397 1.83521
C -0.73345 -6.19150 0.89260
C -1.52032 -4.91323 1.07450
N -0.65289 -3.76560 0.75773
C 0.52308 -3.81250 0.11830
N 1.27618 -2.68806 0.03561
C 2.48399 -2.74362 -0.81111
C 3.17170 -4.08569 -0.68926
C 2.18790 -5.13625 -1.14035
N 0.89720 -4.96112 -0.45552
C -0.01907 -6.11909 -0.43972
H -1.40031 -7.05119 0.91593
H -0.00235 -6.30875 1.69632
H -1.87644 -4.80623 2.09772
H -2.38802 -4.90596 0.41431
H -0.93366 -2.85593 1.07325
H 3.14240 -1.92283 -0.51732
H 2.20615 -2.55971 -1.85429
H 3.46201 -4.26618 0.35195
H 4.07247 -4.12926 -1.30190
H 2.55015 -6.13742 -0.91876
H 2.03603 -5.07004 -2.21970
H 0.57510 -7.01068 -0.62074
H -0.74064 -6.03080 -1.25696
C -2.05194 5.72527 1.63904
C -1.17530 4.48923 1.84674
C 0.30092 4.80745 1.64043
C -1.41630 3.85358 3.21245
Sb -1.71845 2.95220 0.36683
C -1.62127 3.72153 -1.70903
C -2.57426 4.91552 -1.79691
C -0.16865 4.10714 -1.93882
C -2.04056 2.58615 -2.61802
C -3.66245 2.06822 0.89972
C -4.60288 3.18353 1.35543
C -4.19728 1.35341 -0.33464
C -3.36328 1.07388 2.01983
H -1.79595 6.46668 2.40739
H -3.11536 5.51188 1.73984
H -1.87841 6.19798 0.67393
H 0.63204 5.47216 2.44709
H 0.48707 5.32733 0.70093
H 0.93300 3.91326 1.67102
H -1.02253 4.52067 3.98761
H -0.90775 2.88882 3.31488
H -2.47543 3.70610 3.42279
H -2.22708 5.76929 -1.21962
H -3.59213 4.66802 -1.48551
H -2.63290 5.23456 -2.84557
H 0.20788 4.81198 -1.19904
H -0.08936 4.59580 -2.91863
H 0.47842 3.22834 -1.95348
H -3.09580 2.33826 -2.52504
H -1.44004 1.68770 -2.44565
H -1.87220 2.90164 -3.65601
H -4.75414 3.94309 0.58595
H -4.26646 3.67086 2.27054
H -5.58683 2.74459 1.57015
H -4.56473 2.05458 -1.08434
H -5.04919 0.73119 -0.03214
H -3.45718 0.69526 -0.79307
H -2.97938 1.56197 2.91833
H -2.65290 0.30659 1.69372
H -4.29532 0.56665 2.29672
C 3.42579 -0.74411 -3.55404
Si 2.11086 0.44871 -2.98777
C 2.78226 1.39490 -1.50757
C 1.63268 1.53518 -4.41621
C 0.59814 -0.46099 -2.32576
Si -0.66356 -1.57839 -3.18496
C 0.26390 -3.12638 -3.67140
C -1.40346 -0.79759 -4.69113
C -1.97630 -1.97281 -1.90859
H 4.13532 -0.17925 -4.16896
H 3.01940 -1.54440 -4.18245
H 3.98140 -1.19825 -2.72916
H 2.45506 2.43876 -1.47361
H 3.87910 1.39574 -1.50487
H 2.43670 0.89768 -0.59299
H 2.23535 2.44950 -4.41751
H 0.57890 1.81939 -4.41136
H 1.83569 1.00711 -5.35433
H 0.51622 -0.46357 -1.23081
H 1.28892 -2.91457 -3.99163
H -0.24974 -3.59878 -4.51419
H 0.29945 -3.84478 -2.84588
H -0.63485 -0.34659 -5.32927
H -2.14191 -0.03393 -4.45099
H -1.90187 -1.57572 -5.27897
H -2.16242 -3.05004 -1.83681
H -2.92986 -1.50164 -2.16669
H -1.67029 -1.60780 -0.92154
```

Properties
2S+1 ... 1
E_HOMO (spin up / spin down) ... -14.07 / -14.07 eV
ΔE to the lowest compared entry with this formula, charge and spin ... 5.0 kcal per mole
Net charge ... +3

Atom charges from the Löwdin analysis, given in e for atoms 1 to 2:
1. Pt 0.9405
2. C -0.1633


An isolated ion of composition C4H11N2O and charge +1 in a non-equilibrium geometry, computed with ωB97M-V with the def2-TZVPD basis set.

XYZ file:
```
18
C4H11N2O | the Open Molecules 2025 dataset | ωB97M-V with the def2-TZVPD basis set
C -2.42035 0.29751 -0.54354
N -1.09569 1.25784 -0.18026
C 0.04929 1.16685 0.44177
O 0.80410 1.88479 1.08823
C 0.50850 -0.39503 0.39313
C 0.73691 -0.88640 -0.99114
N 1.86726 -0.40992 1.16475
H -1.94719 -0.30251 -1.23130
H -2.37525 -0.39673 0.26047
H -3.32233 0.93961 -0.60110
H -1.44688 2.09316 -0.70570
H -0.24130 -0.69186 1.07205
H 1.50689 -0.40224 -1.53756
H -0.19892 -1.01094 -1.54380
H 1.05586 -1.93487 -0.89938
H 1.83473 -1.06443 1.93440
H 2.04377 0.61577 1.33489
H 2.64061 -0.76061 0.54410
```

Properties
2S+1 ... 1
E_HOMO ... -14.10 eV
ΔE to the lowest compared entry with this formula, charge and spin ... 73.3 kcal per mole
Net charge ... +1
SMILES ... CNC(=O)[C@@H](C)[NH3+]

Atom charges from the Löwdin analysis, given in e for atoms 1 to 2:
1. C 0.0981
2. N 0.0666